Here is one molecule with the formula C21H30N2O2 from the Open Molecules 2025 dataset. Energies are from ωB97M-V with the def2-TZVPD basis set.

Results
Gap between HOMO and LUMO (eV): 9.63
ΔE to the lowest compared entry with this formula, charge and spin (kcal per mole): 11.7
SMILES string: Cc1ccccc1CNC(=O)[C@@H]1CCC(=O)N(C2CCCCCC2)C1
LUMO (eV): 0.57
E_tot (hartree): -1078.2542

Atoms and positions in Å:
C 3.956 1.712 1.644
C 4.723 0.765 0.765
C 5.844 1.238 0.092
C 6.575 0.423 -0.752
C 6.189 -0.893 -0.936
C 5.079 -1.378 -0.271
C 4.341 -0.567 0.583
C 3.124 -1.145 1.261
N 1.899 -0.622 0.689
C 1.122 -1.346 -0.144
O 1.288 -2.528 -0.354
C -0.039 -0.561 -0.754
C -1.090 -0.301 0.343
N -2.095 0.631 -0.103
C -1.711 1.821 -0.617
O -2.487 2.673 -1.001
C -0.201 1.973 -0.687
C 0.394 0.763 -1.411
H 1.484 0.842 -1.446
H 0.042 0.783 -2.444
H 0.193 2.063 0.328
H 0.027 2.894 -1.225
C -3.508 0.285 -0.041
C -3.924 -0.101 1.383
H -3.836 -1.178 1.538
H -3.244 0.394 2.080
C -5.346 0.357 1.705
H -5.450 1.404 1.415
C -6.440 -0.468 1.031
C -6.319 -0.569 -0.490
C -5.172 -1.479 -0.934
C -3.824 -0.774 -1.106
H -3.041 -1.536 -1.104
H -3.793 -0.279 -2.079
H -5.426 -1.936 -1.893
H -5.075 -2.292 -0.213
H -7.256 -0.984 -0.869
H -6.203 0.424 -0.925
H -7.404 -0.016 1.279
H -6.438 -1.478 1.449
H -5.497 0.300 2.786
H -4.019 1.217 -0.306
H -1.572 -1.239 0.617
H -0.591 0.088 1.242
H -0.485 -1.215 -1.508
H 1.763 0.373 0.751
H 3.134 -0.934 2.336
H 3.092 -2.226 1.115
H 4.770 -2.403 -0.416
H 6.750 -1.539 -1.595
H 7.441 0.815 -1.263
H 6.145 2.266 0.234
H 3.161 2.199 1.077
H 3.510 1.204 2.496
H 4.615 2.493 2.016